Computed, not measured: an isolated molecule of C9H21B2N2O4, with ωB97M-V/def2-TZVPD.

Cartesian coordinates (Å):
C1 1.63 -2.14 1.61
C2 0.90 -1.34 0.52
C3 0.65 -2.25 -0.70
C4 -0.42 -0.81 1.10
C5 -1.08 0.38 0.37
B1 -1.97 0.00 -0.89
N1 -2.78 -1.18 -0.90
O1 -1.99 0.85 -1.99
B2 -2.07 1.07 1.41
O2 -1.68 1.29 2.73
O3 -3.33 1.43 1.01
C6 -0.02 1.47 0.10
C7 1.29 1.00 -0.55
C8 1.15 0.73 -2.05
C9 2.33 2.10 -0.35
N2 1.79 -0.21 0.13
O4 2.97 -0.56 -0.19
H1 0.93 -2.47 2.37
H2 2.12 -3.02 1.20
H3 2.40 -1.53 2.08
H4 1.56 -2.35 -1.28
H5 0.36 -3.24 -0.34
H6 -0.16 -1.89 -1.33
H7 -1.10 -1.67 1.12
H8 -0.24 -0.53 2.14
H9 -3.06 -1.59 -0.03
H10 -3.56 -1.18 -1.55
H11 -2.09 0.42 -2.84
H12 -1.65 2.20 3.02
H13 -3.88 1.72 1.74
H14 0.26 1.93 1.06
H15 -0.43 2.25 -0.53
H16 2.14 0.50 -2.47
H17 0.48 -0.10 -2.27
H18 0.76 1.62 -2.55
H19 3.22 1.93 -0.96
H20 2.65 2.14 0.69
H21 1.90 3.06 -0.63

Summary:
E   -815.8574 a.u.
M   242.901 g mol⁻¹
Spin multiplicity   2
LUMO level (spin up / spin down)   0.18 / 0.18 eV



Computed, not measured: an isolated molecule of C4H5NO2, with ωB97M-V/def2-TZVPD.

Cartesian coordinates (Å):
N1 -2.50 0.28 -0.66
C1 -1.49 -0.27 0.01
C2 1.11 -1.05 0.61
C3 1.67 -0.01 0.06
O1 2.53 0.56 -0.78
C4 0.56 0.29 0.95
O2 -0.68 0.73 0.38
H1 -2.55 1.27 -0.88
H2 -3.22 -0.32 -1.04
H3 0.93 -2.10 0.70
H4 2.97 -0.14 -1.28
H5 0.68 0.76 1.93

Summary:
Relative energy (zero: lowest compared OMol25 entry of this formula, charge and spin)   99.7 kcal per mole
E   -360.5106 a.u.
M   99.089 g mol⁻¹
LUMO level   0.70 eV